(i)
C17H26N2O3S | ωB97M-V/def2-TZVPD

2S+1: 1
HOMO-LUMO gap: 9.3 eV
structure (SMILES): CC(C)CC(=O)Nc1cccc(S(=O)(=O)N2CCCCCC2)c1
highest occupied orbital energy: -0.32615 Eh

```
49
Properties=species:S:1:pos:R:3:lowdin_charge:R:1
C -4.644 -1.591 0.139 -0.0736
C -4.977 -0.256 -0.523 -0.4206
C -4.829 -0.347 -2.039 -0.0721
C -4.118 0.880 0.051 -0.0934
C -2.621 0.745 -0.182 -0.4399
O -2.069 -0.187 -0.713 0.0822
N -1.944 1.835 0.310 0.1229
C -0.564 2.046 0.299 -0.2057
C -0.011 2.919 1.237 -0.0163
C 1.350 3.156 1.263 -0.0646
C 2.185 2.516 0.361 -0.0738
C 1.630 1.660 -0.570 -0.2565
S 2.706 0.795 -1.723 0.6764
O 3.877 1.608 -1.898 -0.2817
O 1.936 0.425 -2.873 -0.2715
N 3.156 -0.579 -0.934 -0.2480
C 2.372 -1.779 -1.073 -0.1797
C 1.244 -1.894 -0.044 -0.1665
C 1.726 -2.058 1.396 -0.1973
C 2.695 -0.969 1.860 -0.1908
C 4.107 -1.160 1.303 -0.1691
C 4.322 -0.555 -0.092 -0.1945
C 0.273 1.426 -0.627 -0.0059
H -5.302 -2.370 -0.239 0.0769
H -4.771 -1.529 1.218 0.0767
H -3.618 -1.869 -0.078 0.0711
H -6.021 -0.007 -0.292 0.1315
H -5.081 0.602 -2.509 0.0778
H -5.493 -1.111 -2.435 0.0773
H -3.808 -0.607 -2.301 0.0732
H -4.282 0.941 1.131 0.1251
H -4.436 1.829 -0.388 0.1251
H -2.475 2.505 0.849 0.1431
H -0.658 3.416 1.946 0.1114
H 1.761 3.838 1.992 0.1082
H 3.249 2.688 0.351 0.1112
H 3.041 -2.643 -1.008 0.1343
H 1.936 -1.747 -2.074 0.1126
H 0.614 -1.008 -0.115 0.0850
H 0.629 -2.755 -0.310 0.1168
H 2.209 -3.031 1.511 0.1092
H 0.848 -2.050 2.047 0.1081
H 2.749 -1.005 2.951 0.1083
H 2.312 0.014 1.579 0.0990
H 4.325 -2.230 1.273 0.1056
H 4.834 -0.702 1.976 0.1090
H 5.148 -1.084 -0.588 0.1271
H 4.607 0.495 -0.017 0.1049
H -0.118 0.781 -1.395 0.1116
```

(ii)
C17H26N2O3S | ωB97M-V/def2-TZVPD

2S+1: 1
HOMO-LUMO gap: 9.8 eV
structure (SMILES): CC1CCN(C(=O)CN(CCc2ccccc2)S(C)(=O)=O)CC1
highest occupied orbital energy: -0.33454 Eh

```
49
Properties=species:S:1:pos:R:3:lowdin_charge:R:1
C -4.480 -1.625 0.331 -0.0666
C -3.157 -2.388 0.269 -0.3735
C -2.439 -2.191 -1.072 -0.1329
C -1.830 -0.795 -1.190 -0.1367
N -0.936 -0.545 -0.076 -0.0396
C 0.392 -0.521 -0.284 -0.4223
O 0.872 -0.604 -1.404 0.0277
C 1.289 -0.391 0.947 -0.0970
N 2.667 -0.205 0.597 -0.2413
C 3.252 1.104 0.531 -0.1828
C 2.681 2.011 -0.572 -0.1110
C 1.292 2.510 -0.281 -0.2392
C 0.996 3.156 0.915 -0.0530
C -0.289 3.586 1.190 -0.0840
C -1.302 3.391 0.266 -0.0957
C -1.013 2.779 -0.941 -0.0841
C 0.273 2.344 -1.211 -0.0514
S 3.577 -1.524 0.189 0.6220
C 3.678 -1.584 -1.614 -0.1082
O 4.909 -1.294 0.676 -0.3060
O 2.869 -2.677 0.665 -0.2934
C -1.612 -0.603 1.199 -0.1397
C -2.210 -1.996 1.409 -0.1332
H -4.336 -0.554 0.224 0.0657
H -5.141 -1.960 -0.465 0.0791
H -4.975 -1.809 1.282 0.0788
H -3.390 -3.453 0.375 0.1350
H -1.633 -2.923 -1.154 0.1238
H -3.133 -2.355 -1.897 0.1165
H -2.609 -0.027 -1.190 0.1197
H -1.248 -0.710 -2.108 0.1229
H 1.229 -1.332 1.504 0.1272
H 0.972 0.441 1.580 0.1293
H 3.143 1.594 1.507 0.1221
H 4.316 0.931 0.361 0.1140
H 3.353 2.868 -0.676 0.1252
H 2.674 1.461 -1.514 0.1118
H 1.779 3.334 1.639 0.1109
H -0.501 4.081 2.127 0.1015
H -2.306 3.726 0.482 0.0997
H -1.791 2.642 -1.678 0.1036
H 0.488 1.862 -2.153 0.1152
H 2.681 -1.417 -2.001 0.0347
H 4.370 -0.816 -1.931 0.0629
H 4.045 -2.567 -1.877 0.0649
H -2.405 0.153 1.194 0.1243
H -0.929 -0.367 2.012 0.1152
H -1.391 -2.718 1.455 0.1218
H -2.739 -2.023 2.363 0.1164
```

Order of stability, best first: (ii), (i)

(i)
C3H8O3S2 | ωB97M-V/def2-TZVPD

2S+1: 1
HOMO-LUMO gap (spin up / spin down): 8.6 / 8.6 eV
structure (SMILES): O=C(O)O.CC=S.S
highest occupied orbital energy (spin up / spin down): -0.31947 / -0.31946 Eh

```
16
Properties=species:S:1:pos:R:3:lowdin_charge:R:1
O -0.969 2.452 0.067 0.1208
C 0.086 1.942 0.242 -0.7724
O 1.105 1.941 -0.631 0.0352
O 0.359 1.230 1.341 0.0855
H 0.875 2.270 -1.539 0.1470
H 1.265 0.785 1.122 0.1231
C -2.317 -0.889 0.287 -0.1466
C -0.932 -0.798 -0.173 -0.6732
S -0.425 -0.343 -1.671 0.7063
H -2.439 -0.107 0.982 0.0788
H -3.067 -0.769 -0.462 0.0786
H -2.450 -1.751 0.811 0.0478
H -0.124 -1.311 0.505 0.0837
S 3.231 -1.190 0.175 0.5607
H 2.525 -2.286 0.028 -0.2159
H 3.277 -1.175 -1.084 -0.2595
```

(ii)
C3H8O3S2 | ωB97M-V/def2-TZVPD

2S+1: 1
HOMO-LUMO gap: 9.1 eV
structure (SMILES): O=C(O)CCSS.O
highest occupied orbital energy: -0.31979 Eh

```
16
Properties=species:S:1:pos:R:3:lowdin_charge:R:1
O -1.079 -1.012 -1.064 0.1076
C -0.021 -0.620 -1.408 -0.5479
O 0.570 -1.000 -2.594 0.0671
C 1.091 -0.037 -0.582 -0.1905
C 0.770 -0.513 0.841 -0.5110
S 1.633 0.655 2.066 0.3582
S 0.134 1.172 3.328 0.2657
H -0.066 -1.373 -3.276 0.1539
H 2.164 -0.239 -0.990 0.1573
H 0.967 1.141 -0.602 0.1527
H 1.139 -1.555 1.211 0.1049
H -0.391 -0.474 1.045 0.1014
H -0.388 -0.031 3.708 -0.1702
O -2.516 1.352 -0.568 -0.0166
H -2.008 0.572 -0.911 0.0184
H -1.997 1.964 -0.205 -0.0509
```

Order of stability, best first: (ii), (i)

(i)
C5H7FO | ωB97M-V/def2-TZVPD

2S+1: 1
HOMO-LUMO gap: 10.0 eV
structure (SMILES): F[C@]12CCO[C@@H]1C2
highest occupied orbital energy: -0.33113 Eh

```
14
Properties=species:S:1:pos:R:3:lowdin_charge:R:1
F -0.527 -1.641 0.559 0.0013
C 0.387 -0.547 0.564 -0.3224
C -0.512 0.630 0.968 -0.0367
C -1.355 0.686 -0.444 -0.1326
O -0.606 -0.045 -1.380 -0.0602
C 0.646 -0.073 -0.832 -0.2902
C 1.596 -0.991 -0.182 0.0405
H -1.207 0.435 1.801 0.1091
H -0.007 1.518 1.244 0.0902
H -2.285 0.156 -0.263 0.1185
H -1.440 1.674 -0.823 0.1060
H 1.154 0.896 -0.945 0.1639
H 1.603 -2.062 -0.272 0.1187
H 2.554 -0.637 0.004 0.0939
```

(ii)
C5H7FO | ωB97M-V/def2-TZVPD

2S+1: 1
HOMO-LUMO gap (spin up / spin down): 7.8 / 9.0 eV
highest occupied orbital energy (spin up / spin down): -0.26010 / -0.29392 Eh

```
14
Properties=species:S:1:pos:R:3:lowdin_charge:R:1
C 1.822 -0.162 -0.115 -0.1262
C 0.772 0.943 0.100 -0.0864
C 0.740 -1.253 -0.010 -0.1267
C -2.690 0.472 -0.307 -0.1594
C -0.215 -0.198 0.155 -0.2424
O -1.565 -0.272 -0.092 0.0158
F -3.781 -0.115 0.251 -0.0022
H 2.262 -0.262 -1.078 0.1049
H 2.426 -0.116 0.690 0.0693
H 0.945 1.348 1.066 0.0962
H 0.469 1.770 -0.473 0.0954
H 0.780 -1.802 -0.988 0.1345
H 0.692 -1.896 0.866 0.1190
H -2.657 1.542 -0.066 0.1081
```

Order of stability, best first: (i), (ii)